Density functional theory data (ωB97M-V with the def2-TZVPD basis set) for 2 unconnected molecules or ions with the total composition C3H8NO at a distorted geometry.

```
13
Properties=species:S:1:pos:R:3:mulliken_charge:R:1
C 1.71748 0.21053 -0.82454 -0.031
N 1.89449 0.41902 0.42567 -0.135
H 0.71669 0.22099 -1.23180 0.252
H 2.53023 0.30398 -1.54264 0.334
H 2.63204 1.01048 0.80078 0.303
H 1.05263 0.21503 0.96463 0.269
C -1.80215 0.61484 0.45117 -0.720
C -1.66219 -0.66944 0.09912 0.225
O -0.38642 -1.21318 0.09690 -0.510
H -2.78082 1.06153 0.38712 0.259
H -0.92939 1.22117 0.63622 0.133
H -2.52442 -1.32150 0.06097 0.309
H -0.45817 -2.07346 -0.32360 0.313
```

Results
Energy = -248.769877 Eh
Energy relative to the best compared isomer or geometry (same formula, charge and spin) = 1.796 eV
Max |F| = 2.20 eV/Å
Net charge = +1
M = 74.1 g mol⁻¹
Gap between HOMO and LUMO = 7.464 eV
Spin multiplicity = 1

***

Density functional theory data (ωB97M-V with the def2-TZVPD basis set) for a molecular structure, C3H8NO at a distorted geometry.

```
13
Properties=species:S:1:pos:R:3:mulliken_charge:R:1
C 1.52422 1.26111 -0.17752 -1.064
C -2.19756 -0.60593 0.02333 -0.664
C 0.47004 0.69683 0.80228 -0.150
N -1.01419 0.07248 -0.34139 0.371
O -0.71102 0.37572 -1.45467 -0.242
H 2.46131 1.07666 0.23215 0.412
H 1.60083 0.47246 -0.88404 0.361
H 1.42662 2.26124 -0.47820 0.336
H -2.65480 -1.40664 -0.63872 0.314
H -2.99869 0.17269 -0.04304 0.333
H -2.03594 -0.96906 1.02344 0.313
H 0.00933 1.62525 1.29744 0.311
H 0.80804 -0.17791 1.40642 0.369
```

Results
Energy = -248.669903 Eh
Energy relative to the best compared isomer or geometry (same formula, charge and spin) = 4.517 eV
Max |F| = 4.94 eV/Å
Net charge = +1
M = 74.1 g mol⁻¹
Gap between HOMO and LUMO = 9.788 eV
Spin multiplicity = 1

***

Density functional theory data (ωB97M-V with the def2-TZVPD basis set) for 2 unconnected molecules or ions with the total composition C3H8NO at a distorted geometry.

```
13
Properties=species:S:1:pos:R:3:mulliken_charge:R:1
C 1.13391 -1.40384 -1.05510 -0.085
C -1.32283 1.80248 -0.61728 -0.378
C 0.95657 -1.13068 1.30859 -0.734
N 0.60420 -0.89708 -0.05892 0.181
O -2.59357 2.22511 -0.57093 -0.441
H 1.96243 -2.18982 -1.17458 0.319
H 0.70417 -1.07755 -2.05918 0.287
H -0.62158 2.12682 0.18772 0.235
H 0.79531 -0.16938 1.79226 0.315
H 0.20389 -1.76869 1.84754 0.336
H 1.88893 -1.57429 1.66107 0.369
H -0.93733 1.25566 -1.47842 0.243
H -2.77409 2.80127 0.21723 0.356
```

Results
Energy = -248.614360 Eh
Energy relative to the best compared isomer or geometry (same formula, charge and spin) = 0.933 eV
Max |F| = 4.61 eV/Å
Net charge = +1
M = 74.1 g mol⁻¹
Gap between HOMO and LUMO (spin up / spin down) = 5.078 / 6.024 eV
Spin multiplicity = 3

***

Density functional theory data (ωB97M-V with the def2-TZVPD basis set) for 2 unconnected molecules or ions with the total composition C3H8NO2 at a distorted geometry.

```
14
Properties=species:S:1:pos:R:3:mulliken_charge:R:1
C -0.95025 1.08689 0.15255 -0.127
O -1.21658 -0.05701 -0.54876 -0.859
C -1.55191 1.02211 1.57973 -0.992
H -1.35404 1.96253 -0.35806 0.208
H 0.18048 1.29351 0.26029 0.073
H -1.39672 1.95297 2.17653 0.313
H -1.09842 0.15026 2.12298 0.229
H -2.62227 0.82208 1.47906 0.227
C 1.04299 -1.56149 -1.31067 0.108
N 2.32905 -1.08871 -1.07243 -0.385
O 0.87506 -2.65072 -1.84969 -0.630
H 0.20711 -0.86508 -0.95407 0.363
H 2.45927 -0.31785 -0.43658 0.240
H 3.09624 -1.74949 -1.24088 0.232
```

Results
Energy = -324.341574 Eh
Energy relative to the best compared isomer or geometry (same formula, charge and spin) = 2.008 eV
Max |F| = 1.34 eV/Å
Net charge = -1
M = 90.1 g mol⁻¹
Gap between HOMO and LUMO = 7.038 eV
Spin multiplicity = 1

***

Repeat the third record exactly.
Density functional theory data (ωB97M-V with the def2-TZVPD basis set) for 2 unconnected molecules or ions with the total composition C3H8NO at a distorted geometry.

```
13
Properties=species:S:1:pos:R:3:mulliken_charge:R:1
C 1.13391 -1.40384 -1.05510 -0.085
C -1.32283 1.80248 -0.61728 -0.378
C 0.95657 -1.13068 1.30859 -0.734
N 0.60420 -0.89708 -0.05892 0.181
O -2.59357 2.22511 -0.57093 -0.441
H 1.96243 -2.18982 -1.17458 0.319
H 0.70417 -1.07755 -2.05918 0.287
H -0.62158 2.12682 0.18772 0.235
H 0.79531 -0.16938 1.79226 0.315
H 0.20389 -1.76869 1.84754 0.336
H 1.88893 -1.57429 1.66107 0.369
H -0.93733 1.25566 -1.47842 0.243
H -2.77409 2.80127 0.21723 0.356
```

Results
Energy = -248.614360 Eh
Energy relative to the best compared isomer or geometry (same formula, charge and spin) = 0.933 eV
Max |F| = 4.61 eV/Å
Net charge = +1
M = 74.1 g mol⁻¹
Gap between HOMO and LUMO (spin up / spin down) = 5.078 / 6.024 eV
Spin multiplicity = 3

***

Q: What is the spin multiplicity in the first record?
A: 1

***

Q: Which formula does entry 3 have?
A: C3H8NO